Record 1
Computed, not measured: a molecular structure, H18KrO9 in a non-equilibrium geometry, with ωB97M-V with the def2-TZVPD basis set.

The highest occupied orbital energy comes out at -10.4 eV. The total energy comes out at -93649.4526 eV. The energy relative to the best compared isomer or geometry (same formula, charge and spin) comes out at 0.736 eV.

Element x y z (Å)
1 Kr 0.47752 0.02635 -0.87991
2 O 1.12909 2.41670 1.72139
3 H 1.87733 1.82080 1.68584
4 H 0.84261 2.49675 0.81158
5 O 0.20241 -3.06266 -2.19934
6 H -0.71176 -2.77964 -2.21993
7 H 0.51804 -2.79212 -1.33713
8 O -2.66569 2.01183 -2.07230
9 H -2.84888 1.43918 -2.81710
10 H -2.41257 2.84607 -2.46753
11 O 2.53675 -2.76093 0.37296
12 H 3.43581 -2.56435 0.10974
13 H 2.37287 -2.18258 1.11788
14 O -1.28516 1.18178 2.14899
15 H -0.45530 1.64756 2.25202
16 H -1.64320 1.13050 3.03523
17 O 0.23462 3.28254 -0.96242
18 H -0.03722 3.80570 -1.71650
19 H -0.31971 2.50304 -0.99876
20 O -1.52124 -1.66183 1.89449
21 H -1.06916 -1.75626 2.73289
22 H -1.45224 -0.72965 1.68828
23 O -2.38895 -2.13905 -2.56041
24 H -3.01395 -1.70045 -1.98314
25 H -2.54675 -3.07263 -2.41989
26 O 3.27399 0.43631 1.72017
27 H 3.98699 0.48309 1.08324
28 H 3.48375 -0.32604 2.25966

Record 2
Computed, not measured: 10 unconnected molecules or ions with the total composition H18NO12 in a non-equilibrium geometry, with ωB97M-V with the def2-TZVPD basis set.

The charge is -1. The highest occupied orbital energy comes out at -7.0 eV. The total energy comes out at -26348.1130 eV. The energy relative to the best compared isomer or geometry (same formula, charge and spin) comes out at 5.334 eV.

Element x y z (Å)
1 N 0.12717 -0.30338 0.20129
2 O 0.17900 0.97775 0.34957
3 O 0.96163 -0.78353 -0.55518
4 O -1.09221 -0.67792 0.13108
5 O -1.64408 -2.38877 1.87229
6 H -1.25515 -1.75518 1.26119
7 H -2.32967 -1.97333 2.36681
8 O -0.67559 -1.66680 -2.54372
9 H -0.85244 -0.93923 -3.36220
10 H -0.19460 -1.19048 -1.83436
11 O -3.20409 -1.61158 -1.68649
12 H -3.06502 -0.78113 -2.30215
13 H -2.35422 -1.52559 -1.30073
14 O 3.71037 -0.68725 0.36009
15 H 4.50616 -0.53401 0.86136
16 H 3.07339 -0.09537 0.01896
17 O -0.15939 3.69392 0.10426
18 H -0.18967 2.87205 0.52698
19 H -0.98177 4.08479 0.39435
20 O -2.31743 1.78390 -1.19033
21 H -2.04224 2.64782 -1.04658
22 H -1.63013 1.38475 -0.80850
23 O 2.41308 1.55590 -0.50851
24 H 1.60005 1.20500 -0.14653
25 H 2.23485 1.97181 -1.32820
26 O -0.74543 0.78865 3.30939
27 H -1.53075 0.67818 3.00936
28 H -0.04370 1.03399 2.65896
29 O 2.61373 -2.91486 0.62117
30 H 3.20061 -2.30224 0.23968
31 H 1.68758 -2.54787 0.32670

Record 3
Computed, not measured: 8 unconnected molecules or ions with the total composition H18NO7, with ωB97M-V with the def2-TZVPD basis set.

The highest occupied orbital energy (alpha / beta) comes out at -2.4 / -10.4 eV. The total energy comes out at -16112.5810 eV. The multiplicity is 2. The energy relative to the best compared isomer or geometry (same formula, charge and spin) comes out at 0.000 eV.

Element x y z (Å)
1 N -0.60608 -0.57538 0.20320
2 H -0.92085 -1.38979 0.71091
3 H -0.81079 -0.67704 -0.78060
4 H 0.39012 -0.50975 0.35603
5 H -1.13603 0.20895 0.55544
6 O -1.87044 1.38075 1.71760
7 H -1.26436 2.11529 1.81430
8 H -2.54405 1.53668 2.37955
9 O 1.97047 -1.42793 -1.05576
10 H 2.78295 -1.33316 -0.55864
11 H 2.02235 -2.30508 -1.43542
12 O 1.48653 0.64747 1.50478
13 H 2.43036 0.75197 1.38433
14 H 1.12869 1.52484 1.36903
15 O 2.32326 0.67281 -2.72274
16 H 2.14894 0.16483 -1.93041
17 H 1.58572 0.47686 -3.30055
18 O -1.47615 -2.58074 2.05342
19 H -2.02121 -2.33666 2.80147
20 H -1.76707 -3.46286 1.82218
21 O -1.21857 -0.78984 -2.60506
22 H -1.19960 -1.55746 -3.17658
23 H -1.96195 -0.27511 -2.91914
24 O 0.27625 3.04013 0.92011
25 H -0.11465 2.71686 0.10836
26 H 0.36614 3.98336 0.78419

Record 4
Computed, not measured: 8 unconnected molecules or ions with the total composition H18NO7 in a non-equilibrium geometry, with ωB97M-V with the def2-TZVPD basis set.

The charge is +1. The highest occupied orbital energy comes out at -14.2 eV. The total energy comes out at -16106.3118 eV. The energy relative to the best compared isomer or geometry (same formula, charge and spin) comes out at 5.064 eV.

Element x y z (Å)
1 N 0.07899 0.13317 -0.45608
2 H 0.55929 0.61624 0.36664
3 H 0.23330 -0.80542 -0.24113
4 H 0.45525 0.44210 -1.33802
5 H -0.74227 0.40242 -0.35878
6 O 2.18787 -0.05769 1.74615
7 H 3.01893 -0.30226 2.20095
8 H 1.37285 -0.15522 2.48759
9 O 2.78171 -1.14690 -1.74472
10 H 2.74629 -1.43569 -2.52249
11 H 3.14826 -0.22494 -1.51647
12 O -0.40780 0.43916 2.62337
13 H -1.00750 0.96996 2.22596
14 H -0.90593 0.02463 3.29216
15 O 0.43618 -3.60802 -0.62714
16 H 1.12559 -3.98184 -1.21408
17 H -0.24173 -3.12476 -1.12187
18 O -2.35505 -1.53684 0.64830
19 H -3.14163 -1.42849 0.12853
20 H -2.71030 -1.28521 1.65370
21 O -0.94315 2.44929 -2.63869
22 H -0.55006 3.24063 -2.94787
23 H -0.50837 1.85889 -3.28741
24 O -1.23980 2.52490 1.04309
25 H -2.17102 2.75754 1.18297
26 H -1.21990 3.23435 0.41533